[1]
Below is C49H58BrN9O3PS as an isolated structure, with properties calculated with ωB97M-V/def2-TZVPD.

```
122
Properties=species:S:1:pos:R:3:forces:R:3:lowdin_charge:R:1
C 0.928886 2.391007 0.998507 0.169 -0.055 -0.066 -0.05
C 0.973842 3.387640 -0.156911 -0.055 -0.162 -0.161 -0.45
C 0.867234 2.588785 -1.481589 0.187 0.095 0.035 -0.01
C -0.184074 4.418403 -0.039998 -0.041 0.010 0.077 -0.19
C 0.163847 5.782427 0.586453 -0.071 -0.035 -0.283 -0.81
Br 0.303186 5.575773 2.521789 -0.069 -0.035 0.145 0.81
P -1.231068 6.978586 0.282398 -0.156 0.049 0.106 0.13
O -2.507580 5.987733 0.218058 0.199 0.010 -0.135 -0.21
O -1.059538 7.395228 -1.278964 0.142 -0.164 0.124 -0.22
S -1.399437 8.491886 1.423970 0.089 -0.024 -0.195 0.31
C 1.479952 6.404557 0.047308 0.024 0.208 -0.011 -0.17
C 2.363754 5.435685 -0.762885 0.015 0.030 -0.169 -0.47
C 3.824975 5.895940 -0.723965 0.002 -0.080 -0.004 -0.02
C 1.902128 5.375138 -2.224828 0.015 -0.084 0.013 -0.02
N 2.289408 4.105480 -0.110049 -0.369 0.393 0.368 -0.13
O 2.918730 4.066726 1.000690 0.184 -0.170 -0.081 -0.01
H 1.847771 1.805333 1.002658 -0.037 -0.021 0.057 0.09
H 0.822286 2.879847 1.961959 0.062 -0.018 -0.001 0.04
H 0.108896 1.690086 0.845846 -0.086 0.117 0.045 0.07
H 0.208787 3.061640 -2.210878 -0.017 -0.063 -0.005 0.06
H 1.852505 2.490189 -1.937750 -0.004 -0.056 0.032 0.09
H 0.506432 1.580504 -1.283684 -0.103 0.044 -0.034 0.08
H -0.981689 3.968818 0.550779 -0.026 0.012 -0.067 0.11
H -0.623640 4.599381 -1.025938 0.054 -0.041 -0.021 0.08
H -3.165115 6.340010 -0.397791 -0.080 -0.008 0.200 0.08
H -0.629641 6.701435 -1.798733 -0.066 0.048 -0.071 0.04
H 1.270641 7.266115 -0.592793 -0.035 0.021 0.058 0.11
H 2.042511 6.796340 0.890925 0.014 -0.079 0.000 0.09
H 4.013950 6.628453 -1.508939 -0.034 0.051 0.053 0.08
H 4.481309 5.040037 -0.881237 0.005 0.035 -0.063 0.09
H 4.079031 6.335388 0.237510 0.023 -0.072 0.007 0.08
H 0.819290 5.288004 -2.334360 0.037 -0.081 -0.007 0.06
H 2.346032 4.528456 -2.746203 0.064 0.047 -0.022 0.09
H 2.215819 6.287211 -2.732918 -0.063 0.023 0.043 0.09
N -0.096974 -1.014594 1.319712 -0.019 0.022 -0.009 0.06
C -1.185840 -1.185781 0.573133 0.014 -0.020 -0.003 -0.16
C -1.960256 -2.336316 0.592321 -0.046 -0.016 -0.046 -0.07
C -1.581278 -3.367196 1.437758 0.010 0.005 0.002 -0.07
C -0.452240 -3.206903 2.225441 -0.052 -0.014 0.009 -0.08
C 0.248929 -2.014283 2.129205 0.051 0.049 0.019 -0.17
H -1.453611 -0.358817 -0.077725 -0.026 -0.001 -0.015 0.10
H -2.837789 -2.414744 -0.037186 -0.005 0.011 0.020 0.07
H -2.158126 -4.282565 1.480989 0.002 -0.001 -0.005 0.10
H -0.108937 -3.985271 2.892609 0.055 0.006 -0.020 0.09
H 1.137391 -1.851172 2.730077 -0.011 -0.026 0.022 0.10
N 2.577658 -4.863131 2.781586 0.013 0.018 0.015 0.06
C 3.357948 -5.694981 3.469119 -0.026 0.004 0.000 -0.15
C 4.727684 -5.798944 3.279150 0.038 -0.025 0.030 -0.07
C 5.321997 -4.993912 2.320939 0.001 0.007 -0.004 -0.08
C 4.523929 -4.123358 1.596591 0.017 -0.010 0.010 -0.07
C 3.163368 -4.095906 1.864124 -0.041 -0.014 -0.002 -0.16
H 2.858947 -6.309597 4.210550 0.016 -0.004 0.008 0.10
H 5.314133 -6.490131 3.870556 0.002 0.003 0.005 0.09
H 6.388677 -5.044892 2.144106 0.002 -0.004 0.002 0.10
H 4.942755 -3.474494 0.839511 -0.009 0.005 -0.003 0.10
H 2.507537 -3.426075 1.318763 0.021 -0.002 -0.029 0.09
N 7.540756 -7.278450 5.856666 -0.035 0.018 -0.026 0.05
C 8.281663 -6.207423 6.134603 -0.005 -0.009 -0.021 -0.16
C 8.186183 -5.493659 7.319680 0.000 -0.005 0.012 -0.07
C 7.270584 -5.909557 8.273194 -0.022 -0.005 -0.009 -0.09
C 6.494023 -7.024029 7.997389 0.004 0.009 -0.005 -0.07
C 6.666481 -7.669296 6.781881 0.004 -0.011 -0.018 -0.17
H 8.987102 -5.907585 5.367007 0.007 0.013 0.011 0.10
H 8.818572 -4.632691 7.489970 0.002 0.001 -0.008 0.10
H 7.175423 -5.388567 9.216149 0.015 -0.012 0.014 0.09
H 5.766724 -7.388920 8.710202 -0.006 -0.004 -0.006 0.10
H 6.075061 -8.544649 6.534685 -0.008 0.000 0.016 0.10
N -5.167350 -1.785476 -0.757486 0.016 -0.016 0.014 0.05
C -5.906774 -1.537758 0.322507 -0.008 -0.008 -0.011 -0.16
C -6.738709 -0.435968 0.441990 0.011 0.011 0.007 -0.07
C -6.800030 0.462775 -0.612126 0.001 -0.003 -0.013 -0.07
C -6.031706 0.222809 -1.739156 -0.040 0.036 0.031 -0.08
C -5.236830 -0.913610 -1.760200 0.045 -0.019 0.025 -0.16
H -5.823606 -2.255941 1.131053 -0.016 0.003 0.006 0.10
H -7.317646 -0.285315 1.342948 0.003 -0.005 0.005 0.10
H -7.431868 1.339762 -0.552960 -0.010 -0.004 -0.002 0.10
H -6.033273 0.902415 -2.580154 0.028 -0.017 -0.003 0.09
H -4.612407 -1.133583 -2.619358 0.012 0.049 0.000 0.09
N -3.437064 1.747755 -3.504994 -0.019 -0.062 -0.014 0.07
C -3.108817 1.453145 -4.760692 -0.021 0.015 0.015 -0.14
C -2.375935 2.299411 -5.580463 0.003 0.014 0.001 -0.06
C -1.968683 3.520982 -5.070806 0.000 0.000 -0.005 -0.08
C -2.309378 3.840714 -3.765946 0.014 0.009 0.010 -0.09
C -3.038274 2.922816 -3.025084 -0.010 -0.010 0.018 -0.15
H -3.456584 0.495508 -5.132225 0.010 0.005 -0.025 0.10
H -2.140399 2.006827 -6.594308 -0.005 -0.009 0.000 0.10
H -1.401770 4.213126 -5.680269 0.002 -0.001 0.000 0.11
H -2.025367 4.789421 -3.329299 0.001 0.030 0.018 0.09
H -3.319913 3.138615 -1.999214 0.014 0.012 0.006 0.11
N -6.938404 0.215787 -5.947301 0.002 -0.023 0.000 0.06
C -7.989266 0.124533 -6.761807 0.038 0.066 -0.011 -0.15
C -8.795412 -1.001982 -6.843886 -0.001 -0.017 0.014 -0.07
C -8.497522 -2.091484 -6.041681 -0.010 0.000 -0.003 -0.08
C -7.406842 -2.011098 -5.190726 -0.006 -0.009 0.010 -0.07
C -6.665322 -0.839979 -5.183361 0.019 0.074 -0.034 -0.16
H -8.187551 0.988366 -7.386547 -0.029 -0.038 -0.035 0.08
H -9.636002 -1.018043 -7.524174 0.004 0.010 -0.008 0.10
H -9.104162 -2.987334 -6.078110 0.000 -0.001 0.000 0.10
H -7.134583 -2.833416 -4.542857 0.007 0.007 0.008 0.10
H -5.807354 -0.735989 -4.529678 0.008 -0.046 0.009 0.07
N -8.091716 2.342928 -9.644642 0.004 0.007 0.022 0.05
C -7.736673 2.056126 -10.894883 -0.019 -0.016 0.013 -0.15
C -6.998579 2.912460 -11.698029 0.005 0.009 0.001 -0.07
C -6.607229 4.134229 -11.175036 0.003 0.003 -0.001 -0.08
C -6.968147 4.445718 -9.874391 0.004 0.002 -0.010 -0.07
C -7.706903 3.518975 -9.154058 -0.008 -0.020 0.011 -0.15
H -8.060554 1.091927 -11.270963 0.009 0.002 -0.014 0.10
H -6.739155 2.624854 -12.707663 -0.004 -0.007 0.000 0.10
H -6.030931 4.830717 -11.770298 0.000 0.001 -0.001 0.10
H -6.685078 5.386681 -9.422929 -0.003 -0.001 0.008 0.10
H -8.003652 3.727729 -8.131813 0.008 0.015 0.001 0.10
N 8.676435 -5.640901 11.314307 0.013 0.028 0.014 0.05
C 9.568752 -4.671645 11.505800 -0.021 -0.003 0.003 -0.15
C 10.895428 -4.904767 11.835655 0.008 -0.009 -0.002 -0.07
C 11.319596 -6.216239 11.975221 0.004 -0.001 0.001 -0.08
C 10.401873 -7.235319 11.779241 0.011 0.005 0.004 -0.07
C 9.098100 -6.895951 11.451071 -0.027 0.006 -0.025 -0.15
H 9.201382 -3.657786 11.388836 0.015 0.006 0.008 0.10
H 11.575723 -4.076348 11.978016 -0.005 0.006 0.000 0.10
H 12.347074 -6.440063 12.231283 0.001 0.000 0.000 0.11
H 10.686878 -8.273884 11.876042 -0.007 -0.004 -0.002 0.10
H 8.354291 -7.667579 11.284414 0.012 -0.012 0.003 0.10
```
Forces are in eV/Å.

* HOMO-LUMO gap (spin up / spin down): 0.3110 / 0.3407 hartree
* HOMO energy (spin up / spin down): -0.3015 / -0.3312 Ha
* spin multiplicity: 2
* LUMO (spin up / spin down): 0.26 / 0.26 eV
* <S²>: 0.75

[2]
Below is C49H59N9O5RbS as an isolated structure, with properties calculated with ωB97M-V/def2-TZVPD.

```
124
Properties=species:S:1:pos:R:3:forces:R:3:lowdin_charge:R:1
Rb -0.701167 -0.522394 0.294930 -0.340 0.210 0.358 0.77
C 2.869912 3.776887 -3.990199 -0.027 0.008 -0.008 -0.05
C 2.286484 2.497665 -3.462877 -0.062 0.053 -0.014 -0.25
C 3.016400 1.376437 -3.313005 0.019 -0.071 0.064 0.01
C 2.393496 0.127754 -2.942214 0.021 0.030 0.031 -0.11
C 2.999976 -1.090278 -2.908144 -0.023 -0.018 -0.046 -0.04
N 4.335675 -1.360440 -2.854896 0.035 0.048 0.097 0.03
C 5.185898 -0.654979 -1.887325 -0.052 -0.042 -0.018 -0.17
C 4.788704 -0.909859 -0.429846 0.001 0.011 -0.021 -0.15
C 4.678749 -2.382226 -0.025340 -0.036 0.020 -0.014 -0.15
N 3.373476 -2.956492 -0.320434 -0.115 0.078 0.134 0.06
C 3.157799 -4.060499 -0.993772 -0.088 -0.094 -0.138 -0.04
C 1.890786 -4.580908 -1.272794 0.041 0.036 0.039 -0.13
C 1.764014 -5.763347 -2.061662 0.016 -0.020 0.037 -0.01
C 0.551166 -6.272077 -2.392000 -0.026 0.013 -0.032 -0.27
C 0.389675 -7.511051 -3.230043 -0.007 0.008 0.013 -0.06
C -0.610573 -5.562370 -1.948803 -0.007 -0.019 -0.083 0.02
C -0.564774 -4.432457 -1.196431 -0.018 0.024 -0.004 -0.12
C -1.811146 -3.702151 -0.795868 0.092 0.045 -0.120 -0.13
N -2.483648 -2.923138 -1.534317 0.086 -0.137 0.020 0.08
C -2.041177 -2.707001 -2.918857 -0.020 0.042 0.048 -0.20
C -2.826993 -1.596061 -3.629641 0.005 0.006 0.052 -0.16
C -2.073953 -0.281259 -3.854663 -0.021 0.042 0.053 -0.21
N -2.188432 0.646566 -2.735387 0.020 -0.025 -0.005 0.06
C -1.215259 1.375651 -2.378327 -0.039 -0.040 -0.042 -0.15
C 0.208610 1.331307 -2.820918 -0.095 -0.070 -0.018 -0.13
C 0.873710 2.455492 -3.154404 0.069 0.071 0.000 0.04
C 0.952256 0.081286 -2.662425 -0.027 0.046 0.009 -0.34
O 0.411380 -0.948203 -2.247918 0.077 -0.056 -0.166 -0.10
C 0.714781 -3.903175 -0.769049 0.087 0.045 0.051 -0.31
O 0.794315 -2.907366 -0.009687 0.081 -0.077 0.046 -0.11
H 3.952332 3.793809 -3.869019 0.006 -0.002 -0.008 0.08
H 2.460326 4.638747 -3.463417 0.012 -0.013 0.012 0.07
H 2.638912 3.895844 -5.052782 -0.008 0.008 0.009 0.08
H 4.069812 1.388483 -3.567361 -0.001 -0.003 0.003 0.11
H 2.338980 -1.953902 -2.916608 0.004 -0.001 0.022 0.13
H 4.527587 -2.349047 -2.883303 0.026 -0.011 -0.022 0.11
H 5.141531 0.414047 -2.075419 0.027 0.030 -0.009 0.09
H 6.214370 -0.974779 -2.064735 0.002 -0.028 0.000 0.12
H 3.841387 -0.405708 -0.217177 -0.015 0.010 -0.006 0.11
H 5.539527 -0.437137 0.206930 -0.010 0.037 -0.003 0.11
H 4.852824 -2.473293 1.048389 0.007 0.004 0.015 0.12
H 5.440011 -2.988952 -0.525980 -0.015 -0.011 -0.002 0.12
H 2.494510 -2.533739 0.032006 0.061 0.012 -0.050 0.12
H 4.038049 -4.576798 -1.376086 -0.012 -0.005 -0.004 0.14
H 2.670951 -6.259566 -2.397642 -0.007 0.006 0.006 0.12
H 1.320635 -8.075934 -3.278040 0.001 0.011 -0.014 0.07
H 0.093408 -7.266075 -4.253009 -0.014 0.004 0.009 0.08
H -0.379634 -8.166782 -2.818607 0.012 -0.007 0.006 0.08
H -1.583778 -5.947218 -2.242596 0.009 -0.007 -0.005 0.13
H -2.173022 -3.858847 0.222624 0.070 0.059 0.014 0.12
H -2.170435 -3.647047 -3.461991 -0.057 -0.005 0.008 0.11
H -0.975164 -2.476592 -2.931556 0.022 -0.028 -0.028 0.10
H -3.744885 -1.388416 -3.076018 -0.015 -0.020 -0.027 0.10
H -3.135138 -1.966603 -4.610072 0.030 0.003 -0.016 0.10
H -2.557340 0.237782 -4.687943 -0.014 -0.003 -0.012 0.12
H -1.040809 -0.478600 -4.155047 0.012 0.000 0.001 0.11
H -1.415177 2.120852 -1.605023 0.057 -0.051 0.032 0.10
H 0.327545 3.394920 -3.174536 0.017 0.003 -0.007 0.14
C -2.351697 -1.182395 3.851245 0.034 0.020 -0.011 -0.18
C -2.507327 0.288784 3.466464 0.019 -0.018 -0.021 -0.19
N -1.279837 0.850154 2.917909 -0.026 0.165 0.061 -0.10
C -0.181729 1.027606 3.852263 0.004 -0.079 -0.042 -0.20
C 1.129127 0.468632 3.292337 -0.029 0.014 -0.087 -0.22
N 0.968831 -0.892006 2.793581 0.134 -0.041 -0.012 -0.11
C 0.613734 -1.927721 3.744263 -0.092 0.031 -0.040 -0.21
C -0.560596 -2.790693 3.264243 0.019 0.046 -0.034 -0.23
N -1.685356 -1.986170 2.815742 -0.145 -0.068 0.008 -0.10
H -3.349574 -1.572364 4.072842 -0.002 0.012 0.019 0.12
H -1.784890 -1.270708 4.782933 0.003 -0.001 -0.012 0.10
H -2.904922 0.838431 4.329942 -0.035 -0.008 0.010 0.12
H -3.262962 0.358869 2.686454 -0.053 -0.017 -0.038 0.08
H -1.468578 1.712699 2.423661 0.006 0.017 0.021 0.08
H -0.431554 0.530345 4.794563 0.005 0.014 0.001 0.10
H -0.019396 2.080964 4.107726 0.014 0.006 -0.006 0.12
H 1.918645 0.561635 4.057671 -0.023 -0.008 0.042 0.11
H 1.410675 1.086765 2.435906 0.021 -0.015 0.011 0.07
H 1.730456 -1.165126 2.192878 0.114 -0.004 0.052 0.08
H 0.342647 -1.453457 4.688919 0.017 0.002 0.006 0.10
H 1.454650 -2.594511 3.978259 0.003 -0.020 -0.003 0.11
H -0.820013 -3.484707 4.082636 0.003 -0.016 0.007 0.11
H -0.226211 -3.393302 2.414121 0.009 0.007 -0.001 0.10
H -2.356067 -2.563763 2.328141 -0.046 -0.042 0.110 0.09
N -4.509682 -0.630778 -0.632086 0.040 0.130 -0.042 0.10
C -4.925226 -0.023836 0.558423 -0.032 -0.055 -0.042 -0.34
C -5.523129 -0.788099 1.560732 0.017 -0.022 0.042 -0.05
C -5.982683 -0.192664 2.726576 0.036 0.009 0.017 -0.07
C -5.854996 1.174938 2.920322 0.053 -0.011 -0.052 -0.28
C -5.279641 1.943576 1.915902 -0.020 -0.022 0.036 -0.07
C -4.815103 1.355470 0.747577 -0.004 -0.002 -0.015 -0.04
S -6.343752 1.920696 4.475996 -0.003 -0.010 -0.020 0.40
O -5.114555 1.929242 5.262836 0.051 -0.022 -0.005 -0.38
O -6.817358 3.246832 4.109014 -0.010 0.039 0.004 -0.37
O -7.368552 1.027041 4.997449 -0.024 -0.007 0.018 -0.38
H -3.856958 -0.095739 -1.191379 -0.017 0.058 0.008 0.04
H -4.218082 -1.593073 -0.554570 0.051 -0.017 -0.039 0.05
H -5.640800 -1.857548 1.409979 -0.002 0.009 -0.001 0.10
H -6.452555 -0.780488 3.505932 0.002 0.004 -0.019 0.11
H -5.200438 3.013467 2.067244 -0.003 -0.011 -0.008 0.11
H -4.369634 1.962144 -0.035905 -0.007 0.001 0.014 0.11
N 0.584318 1.978986 0.303509 0.132 -0.039 -0.274 -0.01
C 0.964506 3.162459 0.436211 -0.021 -0.026 0.089 -0.43
C 0.064061 4.238409 1.037627 0.035 -0.022 0.023 -0.18
C -1.317938 4.089456 0.922374 -0.024 0.023 -0.009 -0.06
C -2.194642 4.953596 1.557901 0.000 -0.023 -0.009 -0.08
C -1.702935 5.994405 2.337748 0.010 -0.002 -0.004 -0.10
C -0.332111 6.155140 2.468380 0.003 -0.007 -0.006 -0.10
C 0.541927 5.288280 1.820666 0.019 -0.026 -0.042 -0.06
C 2.381471 3.601838 0.063131 -0.029 -0.044 0.027 -0.17
C 2.681408 4.806058 -0.570166 -0.051 -0.011 0.036 -0.06
C 3.981822 5.110403 -0.961487 -0.010 -0.006 0.007 -0.11
C 5.015670 4.222972 -0.704474 -0.015 -0.001 0.006 -0.12
C 4.732107 3.022882 -0.056491 -0.002 -0.021 -0.013 -0.10
C 3.431252 2.717052 0.306511 -0.002 -0.009 -0.010 -0.05
H -1.688492 3.246689 0.349109 -0.001 0.001 0.015 0.08
H -3.263808 4.804795 1.466634 0.007 0.006 -0.001 0.10
H -2.385341 6.658966 2.852518 0.003 -0.011 -0.004 0.10
H 0.062453 6.949507 3.091660 -0.001 -0.006 -0.009 0.09
H 1.609762 5.413995 1.954344 0.039 0.008 -0.031 0.10
H 1.883982 5.515145 -0.763150 -0.023 0.021 0.022 0.11
H 4.187268 6.047702 -1.466589 -0.006 -0.005 0.002 0.10
H 6.032031 4.466600 -0.991380 -0.012 -0.004 0.003 0.09
H 5.539246 2.335284 0.176376 -0.004 -0.014 -0.007 0.09
H 3.179615 1.779488 0.790602 0.018 -0.013 0.002 0.09
```
Forces are in eV/Å.

* HOMO-LUMO gap: 0.1744 hartree
* HOMO energy: -0.1475 Ha
* total charge: -1
* spin multiplicity: 1
* LUMO: 0.73 eV
* energy above the lowest of the compared OMol25 structures with the same formula, charge and spin: 183.2 kJ/mol

Number 1: E_tot -161472.7495 eV. Number 2: E_tot -86910.3261 eV.